Model A:
Density functional theory data (ωB97M-V with the def2-TZVPD basis set) for a structure of composition C24H26N8S3SeY.

XYZ file:
```
63
Properties=species:S:1:pos:R:3
C -0.1316 1.5242 -5.5042
C -5.9691 1.3689 2.4587
H 3.0899 -2.6230 -0.7856
C 0.6154 1.3254 2.8291
H -0.7861 1.0765 -7.3685
C -0.3279 1.1032 -4.0803
N -5.4823 2.5879 2.2201
C -4.1839 0.2522 1.3191
H 0.9279 3.1285 -0.7887
H 4.2272 3.8975 2.8635
C 0.5356 0.7359 -1.8921
H 2.8424 4.6455 -1.1230
N 1.3660 -3.7738 -0.4650
H -1.3481 -0.0114 -6.1467
C 2.7339 4.1186 -0.1845
H -5.8258 -0.7619 2.2737
S 1.9806 1.9660 3.6660
C 3.6610 4.3349 0.8386
H -1.0502 -3.3106 1.5724
C -4.3433 2.6506 1.5476
C 0.4978 -2.6219 -0.4708
H -0.0697 -2.5565 2.8491
H 2.1694 -3.2924 3.2261
H 2.8466 -4.5988 2.2377
H 1.7463 1.3268 -3.5580
H 1.5259 -5.6111 0.5227
C -1.7229 0.4636 -2.2451
H -2.7720 1.7236 0.4978
H 0.8690 -1.8936 -1.1943
H 2.2155 -0.8529 0.5632
H -0.1345 -5.0614 0.2383
C -1.5856 0.7847 -3.5834
C -0.0401 -3.0141 1.8597
H -6.8996 1.3318 3.0137
C 1.6680 3.2573 -0.0103
C 1.8382 -1.5970 1.2720
N 0.5257 1.7025 1.5589
H -2.4651 0.8149 -4.2123
H -2.6870 0.2050 -1.8230
C 0.7566 1.0711 -3.2077
S 0.8351 2.7895 -5.8585
C -3.6684 1.5263 1.0866
H 1.3613 0.7153 -1.1887
N 2.7092 -2.7468 1.2727
H -3.9418 3.6404 1.3585
C 1.5399 2.5951 1.2095
H 1.8024 -1.1557 2.2703
H -0.5164 -2.9162 -0.7528
C 2.1863 -3.7321 2.2279
C -5.3700 0.1912 2.0450
N 0.4297 -1.9587 0.8780
C 3.5245 3.7103 2.0632
H 4.4856 5.0154 0.6774
C 2.4518 2.8428 2.2379
Se -3.3670 -1.3716 0.6899
S -0.5338 0.2628 3.5694
H 3.3702 -4.2153 -0.0609
C 0.8695 -4.7413 0.5204
N -0.6812 0.4433 -1.4005
N -0.8554 0.8296 -6.3941
N 0.8345 -4.1612 1.8631
Y -0.9903 -0.0316 0.9645
C 2.7101 -3.3485 -0.0633
```

Computed properties:
Highest occupied orbital energy: -11.0 eV
HOMO-LUMO gap: 7.3 eV
Net charge: +1
E_LUMO: -0.137 hartree

These are the Mulliken partial charges, in e, on atoms 1 to 4: -0.203 -0.311 0.348 0.484

Model B:
Density functional theory data (ωB97M-V with the def2-TZVPD basis set) for a structure of composition C24H26N8S3SeY.

XYZ file:
```
63
Properties=species:S:1:pos:R:3
H -0.3978 -2.6144 -2.4873
N -1.9126 0.2980 0.2489
H 1.2404 1.1434 7.1831
H -2.7995 4.8154 0.2224
H 2.2666 -1.1682 -4.4566
H 2.5386 -0.0204 1.3857
H -0.6379 1.8207 -4.3493
H 1.9779 0.1535 -2.4893
H -1.1620 2.9679 0.2789
C 4.5492 -1.9739 -0.4992
H -1.6135 0.8272 -2.4120
C -2.6950 1.4497 0.2311
C -0.2927 -1.5312 3.4392
C 0.4873 0.6235 3.4068
C 0.3242 -1.8941 -2.8729
C 3.3985 -1.6242 0.1971
N -0.0078 -0.5440 -2.2769
H 0.4792 0.6457 8.6473
C -4.9928 2.2307 0.1528
N 0.1471 -0.4795 2.7315
C -0.1965 -0.3393 7.0182
H 4.6438 -2.9475 -0.9596
C -4.5175 3.5278 0.1679
H -0.4121 0.8472 -5.8131
C 3.3717 -0.3503 0.7670
H 1.3195 -2.1724 -2.5260
N -1.3905 -0.1336 -4.2463
C -3.1441 3.7904 0.2125
C -2.6455 -0.7997 0.2182
H 0.7268 1.4274 -2.4578
C -2.2251 2.7603 0.2447
S -4.3456 -0.5233 0.1653
H -0.7863 -2.3710 5.3464
H -0.5548 -2.4183 2.8778
S -1.1912 -1.3689 7.8006
Y 0.2123 -0.7676 0.2450
C -4.0655 1.1943 0.1834
Se 1.9252 -2.8286 0.3465
C 4.4584 0.5011 0.6165
C 5.5852 -1.0546 -0.5832
H 6.4930 -1.3173 -1.1140
H 1.2553 -0.8559 -5.8786
H -1.7708 -2.1900 -4.4029
C 0.4093 0.7216 4.7812
N 0.2975 -1.8684 -4.3172
C -0.0534 -0.3668 5.5160
H 4.4432 1.4917 1.0594
C -1.3607 -0.1616 -2.8010
N 0.5351 0.5977 7.6430
C 1.2682 -0.8794 -4.7894
C -1.0396 -1.4625 -4.7579
C -0.4151 -1.5077 4.8128
N 0.9609 0.4639 -4.2830
S -1.9179 -2.3787 0.1910
H -6.0547 2.0298 0.1157
H -1.0665 -1.4395 -5.8472
H 0.6764 1.6645 5.2356
C 0.9780 0.4320 -2.8387
H -2.0819 -0.8895 -2.4283
C -0.3918 0.8254 -4.7239
N 5.5573 0.1669 -0.0471
H -5.2178 4.3509 0.1429
H 0.8304 1.4736 2.8266
```

Computed properties:
Highest occupied orbital energy: -11.0 eV
HOMO-LUMO gap: 7.5 eV
Net charge: +1
E_LUMO: -0.129 hartree

These are the Mulliken partial charges, in e, on atoms 1 to 4: 0.254 0.226 0.169 0.409

model A ends up most stable, edging out the next structure by 28.2 kJ/mol.

Model A:
Density functional theory data (ωB97M-V with the def2-TZVPD basis set) for a cluster of 2 separate species, CH3O4S in total.

XYZ file:
```
9
Properties=species:S:1:pos:R:3
H -1.3424 0.7095 -0.7926
S 1.4946 0.2613 0.3366
O -2.7873 -0.4597 0.0476
C -1.7458 -0.3168 -0.4315
O 1.3189 1.6568 -0.0373
O 2.6736 -0.0457 1.0845
O 1.1727 -0.6492 -0.7633
H 0.3951 0.0371 1.3442
H -1.1794 -1.1932 -0.7882
```

Computed properties:
Highest occupied orbital energy: -5.2 eV
HOMO-LUMO gap: 9.1 eV
Net charge: -1
E_LUMO: 0.142 hartree

These are the Mulliken partial charges, in e, on atoms 1 to 4: 0.235 0.808 -0.416 -0.087

Model B:
Density functional theory data (ωB97M-V with the def2-TZVPD basis set) for a cluster of 2 separate species, CH3O4S in total.

XYZ file:
```
9
Properties=species:S:1:pos:R:3
C -0.7894 0.6204 0.4383
H -0.3166 0.8734 1.4057
H 1.3235 -0.7669 1.7563
O -0.9882 -0.5090 -0.0149
S 2.1547 -0.0461 -0.1745
H -1.3917 1.3271 -0.0635
O 3.4923 0.4693 -0.4102
O 2.2218 -0.7336 1.6058
O 1.1844 1.1242 -0.0655
```

Computed properties:
Highest occupied orbital energy: -4.5 eV
HOMO-LUMO gap: 8.7 eV
Net charge: -1
E_LUMO: 0.152 hartree

These are the Mulliken partial charges, in e, on atoms 1 to 4: -0.176 0.284 0.303 -0.559

Model C:
Density functional theory data (ωB97M-V with the def2-TZVPD basis set) for the ion CH3O4S with charge -1.

XYZ file:
```
9
Properties=species:S:1:pos:R:3
H 1.0370 -1.0302 -1.4586
H -0.0535 1.4493 0.1963
O 1.5260 -0.7372 -0.6950
S -1.2181 -0.2256 -0.3945
C 0.6539 -0.2115 0.2574
O 0.9588 1.0300 0.5489
O -2.0894 -0.6153 0.7132
O -1.2259 1.3261 -0.4384
H 0.4112 -0.9855 1.2707
```

Computed properties:
Highest occupied orbital energy: -3.9 eV
HOMO-LUMO gap: 7.6 eV
Net charge: -1
E_LUMO: 0.138 hartree

These are the Mulliken partial charges, in e, on atoms 1 to 4: 0.267 0.412 -0.433 0.372

model A ends up most stable, edging out the next structure by 35.6 kJ/mol.